Density functional theory data (ωB97M-V/def2-TZVPD) for 16 unconnected molecules or ions with the total composition C41H114O16 in a non-equilibrium geometry.

```
171
Properties=species:S:1:pos:R:3:forces:R:3
C -12.504989 17.842802 2.215947 -0.420 0.644 0.832
C -12.269198 17.158073 3.582185 -0.646 -0.213 -1.566
O -12.335806 18.023105 4.695270 -0.115 0.964 -0.714
H -12.726702 17.155209 1.399765 0.621 -0.442 0.199
H -11.640597 18.470023 1.997946 -0.182 0.087 -0.318
H -13.416932 18.439816 2.211712 0.084 0.439 0.353
H -11.285805 16.710380 3.438605 0.052 -0.406 0.699
H -13.068013 16.422552 3.677039 0.241 -0.533 0.151
H -11.961812 17.596262 5.469572 0.160 -0.215 0.396
C -8.232325 23.649889 7.398877 -0.426 -0.585 -0.059
C -7.518472 24.964702 7.505521 0.506 -0.197 -0.632
O -6.217526 24.700109 6.960428 0.353 0.171 0.299
H -8.164341 23.315835 6.363550 0.015 0.022 -0.086
H -9.291272 23.641752 7.657074 -0.039 0.352 0.097
H -7.746404 22.883107 8.002224 0.099 0.063 0.104
H -7.391942 25.340991 8.520663 -0.413 0.011 0.088
H -7.962511 25.712145 6.848063 -0.433 0.218 0.339
H -5.635089 25.352482 7.356384 0.264 -0.023 -0.199
C -7.543087 19.991076 11.356983 0.199 1.741 0.177
C -7.859974 19.965821 12.891543 -0.439 -2.864 -1.736
O -9.289405 19.809071 13.083926 0.202 1.280 0.659
H -6.591104 20.502124 11.213229 0.172 -0.030 -0.029
H -8.264816 20.633097 10.851977 -0.142 0.398 0.315
H -7.519732 19.145700 10.669303 -0.016 -0.907 1.031
H -7.402284 20.765891 13.473348 -0.796 0.430 -0.371
H -7.446587 19.051936 13.318192 0.479 -0.028 0.057
H -9.616245 19.018963 12.647446 0.373 -0.040 -0.094
C -11.493414 26.803892 7.793443 0.838 0.762 -1.019
C -11.161218 28.124210 8.544567 -1.271 0.448 -0.088
O -9.974403 28.784592 8.111967 0.819 -1.296 -0.161
H -12.356214 26.246113 8.157537 0.053 0.304 0.409
H -10.645162 26.125657 7.700957 0.292 -0.068 0.807
H -11.657168 26.971399 6.728914 -0.432 0.485 -0.065
H -11.243503 27.930709 9.614094 0.889 -0.154 0.326
H -11.928743 28.889355 8.428098 -0.714 -0.403 -0.422
H -9.969989 29.733310 8.258636 -0.499 -0.175 0.217
C -15.552098 25.221780 6.505532 -0.815 0.750 -1.282
C -15.399742 25.448683 4.908685 1.335 -0.366 3.257
O -13.970920 25.225350 4.698360 -1.316 1.560 -1.405
H -16.507385 25.585711 6.883786 -0.310 0.066 -0.195
H -14.810109 25.810820 7.044608 0.244 -0.085 -0.236
H -15.491983 24.186033 6.839766 0.284 -0.060 -0.491
H -15.648594 26.478235 4.651375 0.478 0.106 0.123
H -16.140414 24.863275 4.363891 0.581 -0.659 -0.244
H -13.709016 24.355947 5.010035 -0.623 -0.736 0.100
C -10.422648 23.234002 -1.149717 -1.136 0.900 -1.315
C -11.153562 24.624902 -1.325448 1.144 -1.975 1.337
O -12.237474 24.554402 -0.424165 -0.520 0.783 -0.084
H -10.192802 22.999368 -0.110380 0.455 0.724 0.067
H -9.560426 23.265492 -1.815817 0.106 -0.570 0.242
H -11.137639 22.442631 -1.374707 0.100 -0.084 -0.615
H -11.523226 24.903072 -2.312395 0.143 -0.515 -0.124
H -10.370217 25.328831 -1.044453 -0.376 0.607 0.083
H -12.050783 25.066586 0.366025 -0.253 0.076 0.405
C -10.386915 23.937310 10.649348 -0.676 1.290 -1.509
C -10.655299 22.677513 11.390588 -0.941 0.715 -0.833
O -9.546183 22.548535 12.163015 1.695 -0.607 1.829
H -10.144846 24.781034 11.295589 0.193 -0.269 0.310
H -11.245086 24.287686 10.075859 -0.289 -0.180 -0.138
H -9.592993 23.830663 9.910145 0.212 -0.116 0.221
H -10.788084 21.837428 10.708874 -0.092 -0.266 -0.251
H -11.580785 22.786773 11.955946 -0.167 -0.113 0.311
H -9.652658 21.829618 12.790240 -0.002 -0.407 0.030
C -11.240898 18.983550 8.370129 0.334 0.742 0.051
C -11.657181 17.549351 8.373056 -2.227 -1.044 1.936
C -13.158795 17.302993 8.783483 -0.190 0.747 -0.268
O -11.524854 16.995915 7.102017 0.822 -0.426 -1.321
H -10.177418 19.135436 8.185639 0.153 -0.336 -0.195
H -11.411299 19.483946 9.323369 -0.325 -0.160 0.083
H -11.763390 19.542934 7.594121 -0.198 -0.017 -0.032
H -11.128732 16.926736 9.094985 0.720 0.302 0.043
H -13.800813 17.689407 7.991907 0.023 0.103 -0.193
H -13.526163 17.775127 9.694643 0.507 0.285 0.188
H -13.444065 16.257354 8.899057 0.534 -0.227 -0.185
H -11.284645 16.068545 7.164306 -0.036 -0.031 -0.017
C -12.410081 22.687457 7.565587 0.657 -0.670 1.099
C -12.215191 22.869572 6.083293 1.513 -1.950 -0.102
C -11.325580 21.753585 5.365266 -1.078 0.439 1.342
O -13.482888 22.848472 5.499637 -0.153 1.082 -0.494
H -12.708787 23.606722 8.069405 -0.107 0.082 -0.122
H -11.501895 22.329920 8.050836 0.405 0.265 0.062
H -13.126162 21.913306 7.841331 -0.366 -0.047 -0.427
H -11.659934 23.802208 5.983400 -0.547 0.459 -0.613
H -11.147966 21.966885 4.311199 0.308 0.294 0.241
H -11.881237 20.815958 5.379277 -0.116 -0.095 0.028
H -10.440039 21.558223 5.970039 0.369 0.250 -0.355
H -13.713117 21.929389 5.345113 -0.393 -0.631 -0.068
C -16.435463 20.785779 6.053110 0.408 -0.739 0.229
C -15.413493 19.667032 5.891791 -1.890 0.703 0.009
C -15.817172 18.660431 4.880227 -1.416 -1.048 0.429
O -14.287348 20.222159 5.329429 1.860 0.989 0.224
H -16.632146 21.165847 5.050632 -0.176 0.218 0.096
H -16.030139 21.571106 6.691129 -0.157 0.110 -0.007
H -17.333508 20.348630 6.489580 -0.165 0.310 -0.025
H -15.196748 19.143302 6.822827 0.042 0.210 0.460
H -16.741043 18.146354 5.145332 -0.012 -0.283 0.270
H -14.989216 17.954221 4.942425 -0.193 -0.393 -1.087
H -16.059455 19.145757 3.934788 0.725 -0.178 -0.225
H -13.747226 19.452991 5.133847 1.088 -0.053 -0.555
C -18.617849 21.209360 11.480388 -1.251 1.033 -0.680
C -18.347049 20.077207 10.541333 0.090 0.861 -0.665
C -17.052427 20.182535 9.806697 0.689 0.125 -1.337
O -18.367221 18.876775 11.209384 0.018 -1.783 1.629
H -19.679522 21.101503 11.702475 0.159 -0.094 1.273
H -18.680705 22.153569 10.939451 0.417 0.050 -0.502
H -17.922071 21.425711 12.291058 -0.222 -0.730 0.221
H -19.192478 19.984457 9.859604 -0.058 0.768 -0.592
H -16.242139 20.648479 10.367426 -0.068 -0.160 0.132
H -17.140232 20.696385 8.849429 -0.098 0.446 0.111
H -16.761753 19.177614 9.500522 0.352 -0.135 0.108
H -18.211647 18.224186 10.522715 -0.028 -0.413 0.293
C -7.484984 20.095065 6.071734 0.775 0.435 -0.856
C -8.263276 19.006214 5.331740 1.099 1.339 -0.093
C -8.121127 19.162043 3.785846 -0.306 -0.251 0.691
O -7.713681 17.737777 5.741336 -0.822 0.208 -0.651
H -7.402572 19.971513 7.151564 -0.461 -0.076 0.063
H -7.865737 21.082343 5.810174 -0.299 0.054 0.302
H -6.455255 20.127331 5.715783 0.198 -0.229 -0.060
H -9.287320 19.211298 5.643780 -0.495 -0.937 -0.199
H -8.496834 20.084065 3.342212 -0.268 0.358 0.696
H -8.719680 18.394529 3.295175 0.413 -0.327 -0.060
H -7.072111 19.158845 3.489788 0.040 -0.554 0.061
H -8.007117 17.585000 6.642532 0.010 -0.044 0.096
C -7.180061 21.753261 -0.729397 0.378 -0.728 0.225
C -6.992060 22.898236 0.253062 -0.741 0.097 -0.985
C -5.708568 22.914504 1.005879 0.355 -0.013 0.542
O -7.127276 24.119846 -0.471086 -0.164 0.128 -0.026
H -7.906402 21.983779 -1.508755 0.076 0.011 0.225
H -7.518517 20.892325 -0.152916 -0.407 -0.069 -0.022
H -6.273526 21.355822 -1.185834 0.300 0.571 -0.208
H -7.827630 22.799530 0.946005 -0.175 0.203 0.296
H -4.909557 23.352985 0.408036 0.138 -0.567 -0.281
H -5.510494 21.901761 1.356899 0.477 0.106 0.085
H -5.775305 23.583572 1.863782 -0.159 -0.106 0.282
H -6.933798 24.812764 0.164551 -0.028 0.325 -0.087
C -12.998139 21.955627 2.232011 -1.232 -0.196 -0.467
C -14.354775 22.144248 1.457053 0.712 0.252 1.691
C -15.306309 23.237410 2.065590 0.806 -0.833 -0.263
O -14.042485 22.358847 0.115337 -0.539 0.126 -0.245
H -13.221332 21.677283 3.261971 0.307 0.063 -0.059
H -12.350600 22.830205 2.169405 -0.257 0.348 0.194
H -12.448341 21.164022 1.722900 -0.059 -0.244 0.133
H -14.893042 21.198110 1.513483 -0.043 -0.148 -0.044
H -15.569370 23.035186 3.103856 -0.080 -0.529 0.031
H -16.203784 23.208967 1.447664 -0.051 0.451 0.093
H -14.845109 24.221872 2.144469 0.053 0.111 -0.607
H -13.509279 23.156758 0.140122 0.428 0.467 -0.751
C -11.213504 26.951296 3.783795 0.086 0.593 0.058
C -11.295007 26.558199 2.324764 -0.111 -1.828 0.709
C -10.112086 25.664239 1.938944 0.957 0.119 -0.397
O -12.469061 25.689081 2.212938 0.608 1.307 -1.066
H -12.119855 27.413641 4.174771 -0.238 -0.066 -0.338
H -10.425931 27.685834 3.951972 0.314 -0.292 0.156
H -11.071551 26.034422 4.355888 0.348 0.078 0.261
H -11.308521 27.427045 1.666721 -0.660 -0.093 -0.109
H -10.244132 24.616851 2.210338 -0.280 0.099 0.435
H -9.167110 26.000147 2.365902 0.026 0.152 0.287
H -9.892021 25.619256 0.872342 -0.329 0.241 -0.176
H -12.637392 25.390097 3.109535 -0.695 -0.142 0.311
C -16.239484 24.189168 9.758920 -0.017 -1.033 0.728
C -15.196628 24.259909 10.929456 -0.301 0.398 -0.776
C -14.690850 22.897136 11.428273 -0.177 0.525 -0.788
O -14.088902 25.016078 10.434993 -0.020 0.078 -0.308
H -16.547821 25.095410 9.237628 0.295 0.433 0.767
H -17.115688 23.706309 10.191610 -0.326 0.223 0.033
H -16.005649 23.530427 8.922563 0.788 -0.276 0.215
H -15.656707 24.799115 11.757525 -0.171 0.181 0.060
H -14.208685 22.513585 10.529112 0.077 -0.717 0.195
H -15.470697 22.242606 11.817553 -0.087 0.008 -0.267
H -13.942172 22.991827 12.214792 0.025 0.255 -0.013
H -13.450241 25.183230 11.131967 0.000 -0.086 0.200
```
Forces are in eV/Å.

Computed properties:
LUMO, eV: -0.06
Kohn-Sham gap, eV: 8.951
Highest occupied orbital energy, eV: -9.02
Strongest force on any atom, eV/A: 3.54